# 1
Molecular formula: C2H10N4
Method: DFT, ωB97M-V with the def2-TZVPD basis set

The geometry in XYZ format:
```
16
Properties=species:S:1:pos:R:3:forces:R:3
H 1.75801 -1.90322 -0.94050 2.4 -1.6 -0.9
H 2.05136 0.10958 0.31894 1.0 -0.4 0.9
H -0.56979 2.02641 -1.52737 -0.2 -0.9 -0.1
H 0.18340 -0.25749 2.36573 -1.2 1.3 -2.2
N -0.97706 1.40856 -0.80411 0.4 -1.9 5.7
H -1.41447 2.00485 -0.02342 0.3 -0.6 -1.8
H -1.56434 0.52728 -0.88641 0.5 1.7 -1.3
H -1.12854 1.03482 1.93601 0.8 0.4 0.6
H -1.30580 -0.40420 1.21697 -0.1 -1.4 0.0
N 0.18827 0.76321 0.35280 -0.4 0.9 -1.3
C -0.50452 0.24108 1.51961 -0.9 -0.1 1.3
H -0.19213 -2.78013 -0.89976 0.0 -0.4 -0.1
N -0.14918 -1.80534 -0.58735 0.9 -0.2 -0.4
N 1.00676 -1.36677 -0.64201 -4.9 -1.2 1.1
H 1.44688 0.44332 -1.13785 0.8 1.1 -2.0
C 1.17116 -0.04196 -0.26128 0.7 3.1 0.4
```
Positions in Å, forces in eV/Å.

Computed properties:
E_HOMO = -19.66 eV
max |F| = 0.11606 Eh/bohr
SMILES = [H]/N=[NH+]/CN(C)[NH3+]
total charge = +2

The computed natural (NBO) charges, all in e, follow:
1 H 0.448
2 H 0.307
3 H 0.487
4 H 0.321
5 N -0.632
6 H 0.470
7 H 0.469
8 H 0.252
9 H 0.214
10 N -0.158
11 C -0.506
12 H 0.406
13 N -0.108
14 N -0.071
15 H 0.268
16 C -0.166


# 2
Molecular formula: C2H10N4O
Method: DFT, ωB97M-V with the def2-TZVPD basis set

The geometry in XYZ format:
```
17
Properties=species:S:1:pos:R:3:forces:R:3
H -10.24362 -0.26130 0.25094 -0.7 -0.7 -2.4
H -14.05566 0.68739 1.79872 1.2 0.2 -2.8
H 12.59011 -0.35303 -2.06424 -0.1 1.0 0.6
H 14.66094 -1.18695 0.29500 -0.7 0.5 -1.2
N -10.80755 -0.43766 -0.63731 4.7 -0.4 0.5
H -10.46001 -1.03677 -1.41142 -0.8 0.7 1.2
H 12.58685 0.19205 0.98927 0.4 0.3 -1.0
H 13.33410 1.43237 -0.11733 -0.7 1.5 -1.6
N -12.06065 -0.07691 -0.49987 -1.7 0.2 2.1
H -11.69123 0.18515 1.51513 -1.4 0.2 -0.8
C 13.51103 0.56906 0.41701 -1.3 -0.1 4.2
N 13.37164 -0.99338 -1.87519 3.8 0.3 6.1
O -13.69932 0.70972 0.81168 -0.6 -0.2 3.0
C -12.46894 0.25793 0.69331 -0.2 -0.1 -0.5
H 13.98807 0.90463 1.36875 0.7 -0.5 -0.6
H -12.65408 -0.13158 -1.30966 -0.5 0.3 -0.2
N 14.09833 -0.46073 -0.22477 -2.1 -3.1 -6.5
```
Positions in Å, forces in eV/Å.

Computed properties:
E_HOMO = -14.89 eV
max |F| = 0.14589 Eh/bohr
total charge = +2

The computed natural (NBO) charges, all in e, follow:
1 H 0.404
2 H 0.551
3 H 0.324
4 H 0.463
5 N -0.633
6 H 0.443
7 H 0.322
8 H 0.265
9 N -0.271
10 H 0.207
11 C -0.523
12 N 0.021
13 O -0.610
14 C 0.453
15 H 0.305
16 H 0.455
17 N -0.176


# 3
Molecular formula: C2H10N5P
Method: DFT, ωB97M-V with the def2-TZVPD basis set

The geometry in XYZ format:
```
18
Properties=species:S:1:pos:R:3:forces:R:3
H 3.69475 -0.26854 -0.70270 0.2 -0.6 0.5
H -2.05587 -0.98826 -1.91478 -1.9 -0.2 2.6
C -1.89954 -0.18382 -0.04816 -0.6 1.8 0.2
C 1.99523 0.23441 0.34917 1.0 -0.3 -2.1
H -2.13709 1.27772 1.40151 -0.4 -0.8 -0.2
H -0.19993 -0.76859 -0.79017 0.7 -0.3 -0.6
N -2.55917 -0.88238 -0.94142 0.4 -0.9 -2.6
N 2.76244 0.10672 -0.74360 -0.3 1.0 -0.3
H -3.59236 -0.89320 -0.85148 1.1 -0.2 -0.7
N -0.55594 -0.10811 -0.13895 -0.2 1.3 1.2
H 2.65307 0.54728 -1.65319 -0.7 0.4 0.6
P 0.38663 1.35656 0.38154 0.8 -1.6 -3.6
N -2.59069 0.57768 0.80117 -0.3 0.0 0.9
H 0.56235 1.82897 -1.17103 0.0 -0.5 2.8
H 3.14415 -1.25162 1.52436 -2.4 2.3 -1.1
H 1.69851 -0.44672 2.19103 0.7 -0.2 -0.6
N 2.29574 -0.53786 1.34990 0.7 -1.5 3.1
H -3.60227 0.39975 0.95682 1.2 0.5 -0.2
```
Positions in Å, forces in eV/Å.

Computed properties:
E_HOMO = -18.66 eV
max |F| = 0.07779 Eh/bohr
SMILES = NC(=[NH2+])[NH+]=[PH]=C(N)N
total charge = +2

The computed natural (NBO) charges, all in e, follow:
1 H 0.434
2 H 0.453
3 C 0.674
4 C 0.299
5 H 0.437
6 H 0.423
7 N -0.747
8 N -0.734
9 H 0.448
10 N -0.860
11 H 0.445
12 P 0.791
13 N -0.760
14 H 0.043
15 H 0.485
16 H 0.438
17 N -0.720
18 H 0.451


# 4
Molecular formula: C2H10N6
Method: DFT, ωB97M-V with the def2-TZVPD basis set

The geometry in XYZ format:
```
18
Properties=species:S:1:pos:R:3:forces:R:3
N -0.86168 -0.14275 0.13537 0.3 0.9 2.3
H 1.52937 1.80740 1.55613 -0.3 0.2 -0.1
H 0.06708 -0.61409 -1.77676 0.3 0.3 0.3
N -1.43160 -1.34399 0.62627 0.0 0.0 -0.3
N 2.05391 0.23647 0.36622 -1.6 -1.9 0.8
C 1.07624 1.23206 0.74392 0.1 0.2 -0.6
H -0.70410 1.19354 1.78164 -0.1 0.0 -0.4
H 2.47634 -1.42821 -0.59128 0.0 -0.3 0.2
H -2.75811 0.59830 0.14820 0.3 -0.1 -0.2
N 1.06850 -0.48449 -1.70760 -2.2 0.2 -1.4
N -0.08885 0.54541 1.28706 -1.2 -1.0 -1.3
H -2.02679 0.50974 -1.34572 0.0 -0.1 0.2
N -1.87596 0.69717 -0.36107 0.1 0.6 0.2
C 1.71846 -0.64882 -0.50813 3.9 1.4 -0.5
H -1.91585 -1.18883 1.51407 0.3 0.0 0.0
H 1.52512 -0.85147 -2.52883 0.2 -0.4 0.4
H -0.67144 -2.00328 0.76685 -0.1 0.2 0.2
H 0.81935 1.88586 -0.10635 0.0 0.1 0.1
```
Positions in Å, forces in eV/Å.

Computed properties:
E_HOMO = -8.80 eV
max |F| = 0.08040 Eh/bohr
SMILES = N/C=N\CNN(N)N
total charge = 0

The computed natural (NBO) charges, all in e, follow:
1 N -0.038
2 H 0.196
3 H 0.397
4 N -0.673
5 N -0.427
6 C -0.105
7 H 0.345
8 H 0.145
9 H 0.335
10 N -0.879
11 N -0.495
12 H 0.361
13 N -0.677
14 C 0.275
15 H 0.329
16 H 0.378
17 H 0.367
18 H 0.168


# 5
Molecular formula: C2H10N6S
Method: DFT, ωB97M-V with the def2-TZVPD basis set

The geometry in XYZ format:
```
19
Properties=species:S:1:pos:R:3:forces:R:3
H -13.04522 -1.52926 -0.94783 2.8 0.2 -2.6
S 5.02862 -2.29375 0.66739 0.3 0.8 -0.6
N 4.66191 0.29531 1.17795 0.8 -0.8 0.6
H -14.03132 -0.55460 -0.15950 -2.0 3.9 -0.4
C 5.08555 -0.65825 0.36114 -0.8 -4.4 3.4
N 3.25459 2.05587 0.72642 1.6 -2.1 -2.3
H 2.93331 2.20303 1.62018 -0.6 0.6 2.3
H 6.50339 -0.20046 -2.63428 -0.5 1.0 0.7
H 6.33063 -1.66231 -1.69850 -0.4 1.1 0.1
N 5.60429 -0.11584 -0.72175 -0.8 9.5 -5.0
H 2.99233 2.71316 0.06650 -0.5 1.6 -1.2
H 5.37339 2.35435 1.11905 -1.1 -1.6 -0.6
H 4.41000 0.02847 2.11407 -0.3 0.2 0.1
N 6.10315 -0.64217 -1.80908 0.2 -2.7 1.6
N -13.58025 -1.38273 -0.17288 -2.6 -4.8 1.3
H -13.14490 -1.48893 0.71776 0.9 -0.5 0.8
C 4.61120 1.56450 0.61494 1.0 2.8 0.9
N 5.21653 1.47484 -0.70749 1.0 -6.1 0.0
H -14.30721 -2.16124 -0.33408 0.8 1.3 0.9
```
Positions in Å, forces in eV/Å.

Computed properties:
E_HOMO (spin up / spin down) = -14.31 / -14.31 eV
max |F| = 0.20921 Eh/bohr
total charge = +2

The computed natural (NBO) charges, all in e, follow:
1 H 0.448
2 S 0.031
3 N -0.522
4 H 0.443
5 C 0.162
6 N -0.817
7 H 0.393
8 H 0.466
9 H 0.446
10 N 0.072
11 H 0.398
12 H 0.247
13 H 0.457
14 N -0.457
15 N -0.819
16 H 0.460
17 C 0.164
18 N -0.041
19 H 0.469


# 6
Molecular formula: C2H10NO
Method: DFT, ωB97M-V with the def2-TZVPD basis set

The geometry in XYZ format:
```
14
Properties=species:S:1:pos:R:3:forces:R:3
H 0.46126 0.00635 -1.92576 0.2 -0.5 -0.5
H -1.02684 -1.54093 2.39949 0.4 -0.3 0.0
H -1.21637 -2.14793 0.89499 0.2 0.0 -0.3
H -0.19743 2.25358 -0.09153 0.0 0.2 -0.2
O 0.84311 -0.04284 0.09755 0.0 0.1 -0.2
H -0.90333 -0.26504 -0.87365 -0.2 0.3 -0.1
C -0.21909 1.82537 -1.09633 -1.2 0.3 -0.1
H 0.42927 2.35682 -1.78359 0.7 -0.2 0.3
H -1.18994 2.04400 -1.56329 -0.1 -0.2 0.4
H 1.75002 0.22817 -0.08710 0.0 0.0 0.2
C -0.00390 0.33162 -1.01690 0.4 0.3 0.0
H -0.05912 -0.86564 1.15945 -0.1 -0.5 -0.3
N -0.52284 -1.75732 1.53173 -0.6 1.1 0.4
H 0.24199 -2.40026 1.66722 0.1 -0.5 0.3
```
Positions in Å, forces in eV/Å.

Computed properties:
E_HOMO = -15.18 eV
max |F| = 0.02453 Eh/bohr
total charge = +1

The computed natural (NBO) charges, all in e, follow:
1 H 0.195
2 H 0.446
3 H 0.445
4 H 0.226
5 O -0.779
6 H 0.160
7 C -0.661
8 H 0.235
9 H 0.239
10 H 0.513
11 C -0.065
12 H 0.486
13 N -0.888
14 H 0.448


# 7
Molecular formula: C2H10NO
Method: DFT, ωB97M-V with the def2-TZVPD basis set

The geometry in XYZ format:
```
14
Properties=species:S:1:pos:R:3:forces:R:3
H -1.64178 -1.01005 -1.12503 0.4 0.1 0.3
H -1.01570 0.20614 -2.19988 0.2 -0.2 -0.1
H -0.08485 -1.30348 -1.95075 0.3 0.0 0.0
H 0.39086 -0.54394 0.26574 -0.4 0.7 -0.6
H 1.93944 -0.37252 2.41923 0.0 0.3 0.0
H 0.83626 0.60728 -0.84296 0.0 0.2 0.3
H -1.75093 0.73793 0.68917 0.5 -0.3 0.2
H -0.19784 1.51131 1.24247 -0.1 0.2 -0.1
O 1.96153 -0.81538 1.51708 0.4 -0.4 0.7
N 0.01452 0.18431 -0.39803 0.3 -1.3 0.5
H 2.11156 -1.78708 1.73433 0.1 -0.2 -0.2
H -1.07576 1.98054 -0.27754 0.5 0.0 0.2
C -0.70394 -0.55675 -1.47093 -1.4 0.4 -0.6
C -0.78337 1.16167 0.39711 -0.9 0.5 -0.6
```
Positions in Å, forces in eV/Å.

Computed properties:
E_HOMO (spin up / spin down) = -22.49 / -22.29 eV
max |F| = 0.02985 Eh/bohr
multiplicity = 2
total charge = +2

The computed natural (NBO) charges, all in e, follow:
1 H 0.264
2 H 0.276
3 H 0.263
4 H 0.400
5 H 0.560
6 H 0.455
7 H 0.267
8 H 0.235
9 O -0.221
10 N -0.471
11 H 0.563
12 H 0.281
13 C -0.438
14 C -0.433


# 8
Molecular formula: C2H10NO2
Method: DFT, ωB97M-V with the def2-TZVPD basis set

The geometry in XYZ format:
```
15
Properties=species:S:1:pos:R:3:forces:R:3
H -0.60947 0.26000 -0.63573 0.9 -0.7 -0.4
C 0.52286 -0.98486 0.61470 1.6 -0.7 -0.6
H 0.54438 -0.86104 -1.52013 -1.0 0.1 0.7
H 1.22562 -2.82778 1.39777 0.3 1.2 -1.2
H 1.03801 0.45004 -0.76072 0.4 1.1 0.2
H -0.70578 2.40670 -1.56727 -0.6 0.0 -0.5
H -2.62492 -0.02772 0.84226 0.8 0.4 0.1
H 0.29904 3.37452 -0.92040 -0.1 -0.4 -0.1
C 1.23218 -2.10810 0.50977 0.9 -2.3 0.6
H -1.63811 0.96025 1.59575 -0.3 -0.6 -0.8
O -1.68514 0.26395 0.89779 -1.7 0.7 0.8
H 0.14886 -0.61511 1.57229 -0.2 -0.2 -1.1
N 0.33928 -0.25361 -0.65218 -0.5 0.1 0.2
H 1.85955 -2.47083 -0.38345 -1.4 0.8 1.4
O 0.05363 2.43361 -0.99046 0.8 0.7 0.5
```
Positions in Å, forces in eV/Å.

Computed properties:
E_HOMO (spin up / spin down) = -2.97 / -9.94 eV
max |F| = 0.04978 Eh/bohr
multiplicity = 2
total charge = 0

The computed natural (NBO) charges, all in e, follow:
1 H 0.377
2 C -0.156
3 H 0.280
4 H 0.204
5 H 0.440
6 H 0.444
7 H 0.480
8 H 0.474
9 C -0.464
10 H 0.481
11 O -1.027
12 H 0.243
13 N -0.943
14 H 0.213
15 O -1.044


# 9
Molecular formula: C2H10NO2
Method: DFT, ωB97M-V with the def2-TZVPD basis set

The geometry in XYZ format:
```
15
Properties=species:S:1:pos:R:3:forces:R:3
H 1.36642 -1.15516 3.32102 -0.1 0.0 0.1
C -1.20048 1.78830 -0.89776 -0.1 1.4 -0.8
H 2.59257 -0.32402 2.99394 -0.1 0.1 0.0
H -2.28213 1.88184 -0.75157 0.4 -0.6 0.5
H 0.38571 0.67717 -1.32250 0.3 -0.4 0.6
H 2.16788 -1.28111 -0.77553 -0.1 0.0 0.9
H 1.32049 -0.82733 0.55400 0.8 -0.4 0.5
C -1.31308 -0.56318 -0.81502 -1.5 0.1 -1.7
O 1.44346 -0.76527 -0.39605 0.0 0.3 -1.1
N -0.56137 0.69572 -0.95238 -2.1 0.4 -0.4
H -1.96216 -0.66096 -1.71473 1.3 -0.3 -0.4
O 1.63801 -0.35920 2.85440 0.1 -0.2 -0.4
H -0.74509 2.73479 -1.18389 0.4 -0.3 0.2
H -2.20891 -0.44646 -0.21078 0.8 0.0 1.5
H -0.64131 -1.39511 -0.70315 -0.2 -0.1 0.4
```
Positions in Å, forces in eV/Å.

Computed properties:
E_HOMO = -15.07 eV
max |F| = 0.04399 Eh/bohr
total charge = +1

The computed natural (NBO) charges, all in e, follow:
1 H 0.481
2 C 0.123
3 H 0.484
4 H 0.224
5 H 0.480
6 H 0.511
7 H 0.518
8 C -0.466
9 O -1.016
10 N -0.375
11 H 0.243
12 O -0.960
13 H 0.228
14 H 0.247
15 H 0.276


# 10
Molecular formula: C2H10NO2
Method: DFT, ωB97M-V with the def2-TZVPD basis set

The geometry in XYZ format:
```
15
Properties=species:S:1:pos:R:3:forces:R:3
H 0.07491 -0.12286 2.08599 -0.2 -0.3 -0.3
H -0.28203 -0.54402 -3.44183 0.0 -0.1 -0.2
H -1.07015 -1.65452 -2.17541 0.0 -0.2 0.4
O 0.04559 0.34044 1.22867 0.2 0.0 0.4
C 0.85373 1.13395 -1.84950 -0.1 0.3 0.1
C -0.42546 -0.82436 -2.40792 0.3 0.4 -0.3
O -0.53417 -1.23882 4.22284 0.0 0.2 -0.4
H 0.66405 1.80873 -1.03048 0.1 0.2 0.3
H 0.45414 1.18788 1.44136 0.0 0.0 -0.1
H -0.08923 -0.25079 -0.53724 0.5 -0.1 0.4
H -1.24986 -1.87894 4.13910 0.0 0.0 0.1
H 1.91859 0.97269 -1.94810 0.2 -0.2 0.0
N 0.14952 -0.11225 -1.52655 -1.1 0.1 -0.6
H 0.44519 1.61499 -2.73924 0.0 -0.4 -0.1
H -0.95482 -0.43213 4.53832 0.0 -0.1 0.2
```
Positions in Å, forces in eV/Å.

Computed properties:
E_HOMO = -14.68 eV
max |F| = 0.02435 Eh/bohr
total charge = +1

The computed natural (NBO) charges, all in e, follow:
1 H 0.522
2 H 0.216
3 H 0.235
4 O -0.988
5 C -0.438
6 C 0.135
7 O -0.953
8 H 0.239
9 H 0.490
10 H 0.479
11 H 0.481
12 H 0.252
13 N -0.384
14 H 0.239
15 H 0.476


ΔE to the lowest compared entry with this formula, charge and spin
In order: 509.4; 484.1; 0.0; 453.0; 209.8; 59.3; 167.2; 255.1; 132.2; 71.7
Unit: kJ/mol